Molecular formula: C5H7Br2N2
Method: DFT, ωB97M-V with the def2-TZVPD basis set

```
16
Properties=species:S:1:pos:R:3:mulliken_charge:R:1
C 1.25503 -0.57503 -1.57692 0.231
C 0.15548 0.07794 -1.92240 -0.036
C 0.35155 -0.27212 0.49519 0.642
C 0.24348 -0.41026 1.93334 -1.047
C -1.76313 0.91892 0.12219 -0.987
N 1.42838 -0.78943 -0.23971 -0.093
N -0.45306 0.42217 -0.20977 -0.017
Br 2.50980 -1.19391 -2.90439 -0.050
Br -0.38167 1.02335 -3.38746 0.043
H 0.90039 0.16965 2.56408 0.320
H -0.73126 0.02840 2.10220 0.294
H 0.44551 -1.46008 2.05681 0.349
H -2.69461 0.26475 -0.05016 0.290
H -1.70502 1.25294 1.16101 0.407
H -1.75041 1.90368 -0.32418 0.384
H 2.18956 -1.36097 0.18017 0.271
```

As for the HOMO energy: -13.29 eV. The energy is -5451.9426 Eh. The net charge is +1.


Molecular formula: C5H7BrINO
Method: DFT, ωB97M-V with the def2-TZVPD basis set

```
16
Properties=species:S:1:pos:R:3:mulliken_spin:R:1
C 0.97914 -0.68691 0.13858 0.342
C 0.67045 -1.46087 1.18563 -0.072
C -1.24936 0.47907 -1.37890 -0.007
C 0.90169 0.76070 0.15892 0.004
C -0.62529 1.22835 -0.22157 0.029
N 0.59215 -2.77613 0.91491 0.847
O 0.21424 -3.55222 1.78966 0.833
Br 1.44130 1.46751 1.94845 0.011
I -0.56423 3.49204 -0.74841 0.016
H 1.08348 -1.09403 -0.91673 -0.005
H 0.21728 -1.06130 2.08043 -0.018
H -2.11607 0.89821 -1.77746 0.001
H -0.64789 0.46464 -2.27894 -0.002
H -1.46178 -0.49981 -1.09422 0.008
H 1.70731 1.28051 -0.43849 0.017
H -1.14242 1.06024 0.63813 -0.004
```

As for the HOMO energy (spin up / spin down): -8.30 / -9.57 eV. The multiplicity is 3. The energy is -3196.2615 Eh. The net charge is 0.


Molecular formula: C5H7BrO3S
Method: DFT, ωB97M-V with the def2-TZVPD basis set

```
17
Properties=species:S:1:pos:R:3:mulliken_charge:R:1
C 0.65731 -0.43761 -0.58601 1.054
C 0.99663 2.58314 0.05631 -0.001
C -2.24596 -0.76248 0.84921 -1.022
C -1.07934 -1.69069 0.38983 -0.183
C 1.88816 0.29579 -0.30476 -0.621
O 0.24860 -0.61940 -1.71203 -0.623
O 2.71374 0.63581 -1.28922 -0.416
O 0.16285 -0.94031 0.52166 -0.306
S -0.05518 3.12622 1.22168 -0.153
Br 1.86934 3.52254 -1.22023 0.000
H -2.00152 -0.33456 1.85178 0.276
H -2.47067 -0.02702 0.15302 0.311
H -3.15017 -1.35411 1.26670 0.337
H -1.29241 -1.97541 -0.76800 0.244
H -0.88077 -2.61785 1.01515 0.286
H 2.28950 0.27262 0.65795 0.503
H 2.34990 0.32331 -2.10305 0.314
```

As for the HOMO energy (spin up / spin down): -8.03 / -7.90 eV. The energy is -3392.5077 Eh. The net charge is 0.


Molecular formula: C5H7Cl
Method: DFT, ωB97M-V with the def2-TZVPD basis set

```
13
Properties=species:S:1:pos:R:3:mulliken_charge:R:1
C -2.75435 -0.24966 1.94056 -0.407
C -2.61292 0.64495 2.70627 0.135
Cl -2.80449 1.84304 3.81471 -0.136
H -3.04868 -0.82167 1.13216 0.404
C 1.56565 -0.15043 0.69409 -0.669
C 0.33419 0.00275 0.24211 0.263
C -0.08849 0.36094 -1.17353 -1.000
H 1.61766 -0.17726 1.77418 0.271
H 2.36361 -0.25378 -0.07608 0.221
H -0.51769 0.16274 0.75907 0.042
H -1.16633 0.25972 -1.28051 0.287
H 0.55285 -0.13258 -1.81015 0.396
H 0.11193 1.56643 -1.15780 0.193
```

As for the HOMO energy: -9.43 eV. The structure (SMILES) is C#CCl.C=CC. The energy is -654.7485 Eh. The net charge is 0.


Molecular formula: C5H7Cl2NO2
Method: DFT, ωB97M-V with the def2-TZVPD basis set

```
17
Properties=species:S:1:pos:R:3:mulliken_charge:R:1
C -0.88374 -2.06201 0.77983 -1.171
C 0.41690 -1.78598 0.06107 0.541
O 1.53429 -2.25474 0.27637 -0.543
C 0.34614 -0.46157 -0.66977 0.713
Cl 1.59789 -0.15811 -1.93086 -0.139
O -0.84898 0.10004 -0.92131 -0.421
C -0.86163 1.44653 -0.89577 -0.328
C 0.34329 1.90778 0.00152 -0.491
N 0.73041 0.68008 0.71361 -0.300
Cl 2.35857 0.50345 1.23328 -0.066
H -0.62565 -1.83593 1.82583 0.256
H -0.98729 -3.15153 0.69365 0.377
H -1.64769 -1.49787 0.44806 0.393
H -1.83116 1.78346 -0.35029 0.276
H -0.85889 1.87960 -1.86696 0.292
H 1.21818 2.41679 -0.35690 0.319
H -0.00064 2.49000 0.95866 0.292
```

As for the HOMO energy: -9.27 eV. The structure (SMILES) is CC(=O)[C@@]1(Cl)OCCN1Cl. The energy is -1320.2213 Eh. The net charge is 0.


Molecular formula: C5H7Cl4OP
Method: DFT, ωB97M-V with the def2-TZVPD basis set

```
18
Properties=species:S:1:pos:R:3:mulliken_charge:R:1
O 3.45479 2.76848 0.46829 -0.598
P 3.66452 1.34754 0.21876 0.840
Cl 5.52336 0.82414 0.85788 -0.233
Cl 3.75684 0.89236 -1.65792 -0.128
C 2.65693 0.24630 1.21416 -0.427
C 2.54183 -1.06719 1.06703 -0.201
Cl 3.30877 -1.84883 -0.23756 -0.104
H 2.18271 0.83964 2.01600 0.372
H 1.92163 -1.63224 1.85464 0.439
C -0.05487 -1.02234 -2.42838 -0.849
C 0.00935 -0.70676 -1.18661 0.606
C -0.28841 -1.64421 -0.05354 -0.764
Cl 0.62190 0.83536 -0.67065 -0.143
H -0.34950 -2.06401 -2.78634 0.214
H 0.33879 -0.35292 -3.11803 0.333
H -0.77948 -2.52181 -0.43117 0.386
H -0.84293 -1.07683 0.69875 0.305
H 0.79552 -1.91863 0.21899 -0.048
```

As for the HOMO energy: -9.58 eV. The structure (SMILES) is O=P(Cl)(Cl)/C=C\Cl.C=C(C)Cl. The energy is -2452.0859 Eh. The net charge is 0.


Molecular formula: C5H7ClFN
Method: DFT, ωB97M-V with the def2-TZVPD basis set

```
15
Properties=species:S:1:pos:R:3:mulliken_charge:R:1
C 0.34798 0.17081 2.08123 -0.758
C 0.27471 0.59086 0.76062 0.408
C 0.42993 1.99241 0.17602 -0.465
N 0.84282 1.77191 -1.19126 -0.547
C -0.17334 -0.47451 -0.09367 0.143
Cl -1.87647 -0.18541 -0.78892 -0.233
C 0.31535 -1.78915 -0.23974 -0.215
F 1.61461 -2.00830 0.30349 -0.247
H 1.02147 0.58304 2.91978 0.244
H 0.13982 -0.95131 2.34467 0.261
H 1.17441 2.49149 0.96308 0.274
H -0.56548 2.38798 0.05288 0.289
H 1.87736 1.23941 -1.22645 0.252
H 0.96946 2.78112 -1.48559 0.275
H -0.31595 -2.65088 -0.65617 0.319
```

As for the HOMO energy: -9.23 eV. The structure (SMILES) is C=C(CN)/C(Cl)=C\F. The energy is -809.4010 Eh. The net charge is 0.


Molecular formula: C5H7ClFN5O2
Method: DFT, ωB97M-V with the def2-TZVPD basis set

```
21
Properties=species:S:1:pos:R:3:mulliken_charge:R:1
N -2.22846 2.40239 2.04388 -0.428
C -1.29772 1.86052 1.18793 0.260
N -0.99924 2.55858 0.08452 -0.571
C -0.26671 1.97838 -0.82772 0.286
Cl -0.01405 3.08590 -2.19503 -0.211
C 0.26203 0.69416 -0.71613 0.624
N 1.00849 0.19502 -1.73003 -0.405
C 0.11376 0.11601 0.58647 0.227
N 0.79279 -1.00128 1.02029 -0.113
C 1.90998 -1.67887 0.66565 0.457
O 2.72100 -1.53469 -0.16254 -0.444
F 2.04036 -2.75365 1.56480 -0.289
N -0.74381 0.67409 1.46975 -0.621
H -2.18963 2.03928 3.01153 0.251
H -2.53397 3.40068 2.04697 0.269
H 1.01418 -0.76857 -1.75712 0.187
H 0.84434 0.79929 -2.50238 0.195
H 0.51978 -1.32022 2.01514 0.324
O -0.25073 -3.46209 -1.52047 -0.652
H -0.72867 -2.95734 -2.27374 0.326
H 0.02627 -4.32759 -2.01177 0.327
```

As for the HOMO energy: -7.90 eV. The structure (SMILES) is Nc1nc(Cl)c(N)c(NC(=O)F)n1.O. The energy is -1179.0894 Eh. The net charge is 0.


Molecular formula: C5H7ClN2O
Method: DFT, ωB97M-V with the def2-TZVPD basis set

```
16
Properties=species:S:1:pos:R:3:mulliken_charge:R:1
C 1.08429 -1.00298 -0.26556 0.670
C -1.89294 -0.88742 -0.24442 0.433
C -1.42123 0.38280 -0.43484 0.224
C 2.53256 -0.87254 -0.05897 -1.034
C -2.10968 1.63181 -0.00345 -1.090
N 0.32336 -1.96366 -0.13986 -0.351
N -0.96586 -2.01119 -0.41078 -0.168
O -3.03845 -1.21440 0.06531 -0.721
Cl 0.28599 0.61631 -0.87732 -0.107
H 3.02744 -0.72636 -1.02041 0.293
H 2.91356 -1.78244 0.39740 0.312
H 2.76299 -0.01980 0.57842 0.331
H -3.17685 1.41616 -0.01404 0.298
H -1.91076 2.46217 -0.68210 0.359
H -1.83230 1.94031 1.01401 0.244
H -1.40292 -2.88222 -0.12830 0.306
```

As for the HOMO energy: -7.45 eV. The energy is -839.5252 Eh. The net charge is 0.


Molecular formula: C5H7ClN3
Method: DFT, ωB97M-V with the def2-TZVPD basis set

```
16
Properties=species:S:1:pos:R:3:mulliken_charge:R:1
C -0.03133 1.12277 2.49134 -0.174
N 0.49695 0.42894 1.60954 -0.268
C 0.16447 -0.34070 0.58424 0.307
N 0.32012 -1.72477 0.52466 -0.093
C 0.28263 -2.07195 -0.80084 -0.527
C 0.11226 -0.91862 -1.48749 0.337
Cl -0.07207 -0.96736 -3.13769 -0.123
N -0.01112 0.12383 -0.66532 0.120
C -0.39192 1.41136 -1.22059 -0.851
H 0.47838 1.57727 3.36181 0.293
H -1.17010 1.23734 2.41755 0.256
H 0.79559 -2.12070 1.32749 0.280
H 0.30380 -3.11215 -1.02455 0.447
H 0.42419 1.75876 -2.01578 0.341
H -1.34999 1.48359 -1.65031 0.357
H -0.35185 2.11241 -0.31408 0.299
```

As for the HOMO energy: -12.75 eV. The structure (SMILES) is C=Nc1[nH+]cc(Cl)n1C. The energy is -818.8882 Eh. The net charge is +1.


Molecular formula: C5H7ClO
Method: DFT, ωB97M-V with the def2-TZVPD basis set

```
14
Properties=species:S:1:pos:R:3:mulliken_charge:R:1
C 1.09610 -2.43203 0.83473 -0.622
C 0.15596 -2.13398 -0.05896 -0.427
C -2.47790 1.14315 0.76956 -0.378
C -0.39620 -0.83806 -0.05121 0.185
C -0.05190 1.44508 0.13093 -0.423
O 0.34941 0.18861 0.00128 -0.153
Cl -3.14569 1.08241 -0.87211 -0.145
H 1.41066 -3.42315 1.17787 0.284
H 1.75362 -1.53761 1.01695 0.211
H -0.37920 -2.92096 -0.54218 0.314
H -2.27048 0.03682 0.90422 0.172
H -0.07745 1.87438 -0.80684 0.379
H 0.50012 2.06022 0.84770 0.341
H -1.33140 1.63717 0.55404 0.264
```

As for the HOMO energy (spin up / spin down): -8.27 / -8.27 eV. The energy is -729.8226 Eh. The net charge is 0.


Molecular formula: C5H7ClO
Method: DFT, ωB97M-V with the def2-TZVPD basis set

```
14
Properties=species:S:1:pos:R:3:mulliken_charge:R:1
C 0.56342 2.01721 0.51374 -0.806
C 0.21149 0.89422 1.05210 0.191
C -0.12210 -0.21858 1.63167 -0.133
C -0.26673 -1.54649 0.93465 -0.813
H 1.59484 2.33197 0.45830 0.241
H -0.16984 2.69024 0.09458 0.262
H -0.34988 -0.20275 2.69035 0.341
H -1.16961 -1.55382 0.32279 0.175
H 0.58960 -1.73686 0.28712 0.225
H -0.34026 -2.35128 1.66602 0.333
O -0.39505 1.17690 -2.55634 -0.336
C -0.28595 0.01128 -2.41019 0.146
Cl 1.24442 -0.81351 -2.43982 -0.142
H -1.10435 -0.69853 -2.24497 0.316
```

As for the HOMO energy: -9.47 eV. The structure (SMILES) is C=C=CC.O=CCl. The energy is -730.0741 Eh. The net charge is 0.


Molecular formula: C5H7ClO2
Method: DFT, ωB97M-V with the def2-TZVPD basis set

```
15
Properties=species:S:1:pos:R:3:mulliken_charge:R:1
O -0.00189 1.98773 -0.29324 -0.541
C 0.69386 0.82821 0.16706 -0.045
C 1.45478 0.10128 -0.92028 -0.482
C 1.15863 -1.17912 -0.87860 -0.310
O 0.26007 -1.59340 0.04961 -0.398
C -0.09117 -0.38912 0.78440 0.142
C -1.60924 -0.22564 0.76481 -0.747
Cl -2.29866 -0.17466 -0.91989 -0.219
H -0.64069 1.70569 -0.97415 0.358
H 1.29793 1.29195 0.96638 0.310
H 2.08903 0.62458 -1.62662 0.386
H 1.49656 -2.03006 -1.44031 0.462
H 0.21992 -0.55352 1.81859 0.336
H -2.09864 -1.07277 1.25310 0.391
H -1.93051 0.67887 1.24912 0.354
```

As for the HOMO energy: -9.03 eV. The structure (SMILES) is O[C@@H]1C=CO[C@@H]1CCl. The energy is -805.3592 Eh. The net charge is 0.


Molecular formula: C5H7ClS
Method: DFT, ωB97M-V with the def2-TZVPD basis set

```
14
Properties=species:S:1:pos:R:3:mulliken_charge:R:1
C 1.78748 -0.46779 -0.87961 -0.706
C -0.57577 -0.09832 -0.35711 0.053
C -1.20748 -1.27675 -0.69837 -0.083
C -0.79707 0.54266 0.97281 -0.123
C -0.70212 1.75571 1.43124 -0.542
H 1.45285 -0.71329 0.33312 0.272
H 3.22583 0.06699 -0.54126 0.253
H 2.09858 -1.31120 -1.67172 0.281
H -1.65288 -1.89583 0.09820 0.319
H -1.53715 -0.03121 1.66837 0.091
H -1.57435 1.86209 2.40228 0.162
H -0.25715 2.77736 0.98607 0.238
S 0.56395 0.68802 -1.54604 -0.050
Cl -0.82472 -1.89847 -2.19799 -0.163
```

As for the HOMO energy: -8.85 eV. The energy is -1052.8797 Eh. The net charge is 0.


Molecular formula: C5H7ClSi
Method: DFT, ωB97M-V with the def2-TZVPD basis set

```
14
Properties=species:S:1:pos:R:3:mulliken_charge:R:1
C 0.93222 -2.73556 -0.23294 0.556
C 0.70843 -1.57324 -0.01848 -0.877
C -1.35645 0.69236 0.28415 -0.262
C -2.32330 -0.17105 0.00915 -0.172
C 1.59160 1.38910 -0.62995 -0.979
Si 0.45051 0.21592 0.32230 -0.051
Cl -3.99160 0.24666 -0.00240 -0.172
H 1.09907 -3.75994 -0.41127 0.402
H -1.62368 1.71371 0.51608 0.345
H -2.14866 -1.21001 -0.21989 0.314
H 2.25721 0.83428 -1.28871 0.333
H 1.02121 2.08472 -1.24380 0.328
H 2.20964 1.96868 0.04893 0.318
H 1.17380 0.30437 2.86685 -0.084
```

As for the HOMO energy (spin up / spin down): -8.18 / -8.36 eV. The energy is -944.2206 Eh. The net charge is 0.


Molecular formula: C5H7F
Method: DFT, ωB97M-V with the def2-TZVPD basis set

```
13
Properties=species:S:1:pos:R:3:mulliken_charge:R:1
C -2.00718 0.42863 -0.02251 -0.900
C -0.77705 0.91280 0.03053 -0.214
C 0.50877 0.18602 0.16927 0.795
C 0.46947 -1.31550 0.03326 -1.579
C 1.75845 0.71887 0.13655 -0.175
F 2.89225 0.01914 -0.06224 -0.239
H -2.81524 0.98061 -0.23753 0.301
H -2.16584 -0.57560 0.12466 0.297
H -0.87076 1.98568 -0.34097 0.167
H -0.18731 -1.69015 -0.68392 0.440
H 1.32758 -1.78519 -0.29984 0.378
H 0.04358 -1.69355 0.89224 0.408
H 1.82329 1.82823 0.26050 0.321
```

As for the HOMO energy: -8.87 eV. The structure (SMILES) is C=C/C(C)=C/F. The energy is -294.4952 Eh. The net charge is 0.


Molecular formula: C5H7F2NO2
Method: DFT, ωB97M-V with the def2-TZVPD basis set

```
17
Properties=species:S:1:pos:R:3:mulliken_charge:R:1
C -1.16533 -0.74227 1.65671 0.564
C 1.13010 0.89451 -0.87896 -0.315
C 0.81385 -0.63529 -0.81292 -0.891
C -1.33293 -0.38043 0.26030 -0.416
C 0.31977 1.70283 -0.00524 0.349
N -0.68648 -0.94726 -0.84074 -0.324
O -1.64970 -0.13509 2.60292 -0.598
O -0.32582 -1.78258 1.83070 -0.549
F -0.46874 2.64025 -0.50944 -0.275
F 0.94555 2.14233 1.09722 -0.282
H 2.04736 1.18092 -0.49787 0.345
H 1.10340 1.28142 -1.94533 0.298
H 1.29258 -1.16296 -1.55177 0.623
H 1.19766 -0.98463 0.14349 0.269
H -1.98398 0.44141 0.21432 0.512
H -1.06298 -1.12056 -1.80698 0.312
H -0.17432 -2.39262 1.04361 0.379
```

As for the HOMO energy (spin up / spin down): -8.49 / -8.39 eV. The energy is -599.5679 Eh. The net charge is 0.